No. 1
Density functional theory data (the ωB97M-V functional and the def2-TZVPD basis) for one molecule with the formula C6H12O.

## Properties
Orbital gap   9.3 eV
Strongest force on any atom   0.55 eV/A
Relative energy (zero: lowest compared OMol25 entry of this formula, charge and spin)   300.03 kJ/mol
Charge   0
LUMO level   0.0306 Ha
E   -8461.244 eV

Geometry (Å):
C (0.242, -0.239, -0.917)
H (-2.213, 0.026, 0.578)
H (0.342, 1.094, 2.284)
C (-0.174, 0.718, 0.208)
H (3.431, 0.273, -0.631)
C (2.406, 0.659, -0.857)
H (1.429, -0.038, 1.483)
C (-1.685, 0.931, 0.256)
C (0.383, 0.271, 1.564)
H (-0.179, -0.574, 1.979)
H (0.054, 0.227, -1.892)
H (-0.230, -2.093, 0.112)
H (0.303, 1.670, -0.051)
H (-2.084, 1.230, -0.721)
H (-1.459, -1.551, -1.047)
C (-0.382, -1.622, -0.865)
H (0.047, -2.275, -1.631)
O (1.695, -0.430, -0.821)
H (-1.927, 1.725, 0.971)

***

No. 2
Density functional theory data (the ωB97M-V functional and the def2-TZVPD basis) for one molecule with the formula C11H19NO4.

## Properties
Orbital gap   9.1 eV
Strongest force on any atom   19.30 eV/A
Relative energy (zero: lowest compared OMol25 entry of this formula, charge and spin)   1193.59 kJ/mol
Charge   0
LUMO level   0.0242 Ha
E   -21384.622 eV

Geometry (Å):
C (1.235, -0.970, 0.191)
C (1.224, -3.200, -0.297)
O (0.966, -2.011, -0.878)
H (-3.131, -0.305, -0.452)
H (-1.309, -0.272, 1.184)
C (0.998, 0.528, -0.560)
O (3.754, 0.394, -1.066)
C (-0.915, 0.609, 1.016)
C (1.940, 1.696, -0.006)
H (-2.265, 2.794, -0.505)
H (-1.020, -3.454, -0.030)
O (1.616, -1.219, 1.417)
H (-0.262, 0.871, 1.967)
H (-2.906, 1.166, 1.800)
H (-0.070, -4.748, 0.787)
H (-1.118, -0.712, -1.626)
C (-0.086, -3.631, 0.608)
H (5.027, 2.022, 0.214)
H (-3.289, 0.802, -1.872)
C (3.448, 1.377, -0.239)
H (-0.221, -3.175, 1.416)
O (4.231, 2.353, 0.373)
H (-3.707, 2.355, -0.061)
H (-1.008, 0.864, -2.139)
H (2.040, -3.315, 0.275)
H (1.320, -3.682, -1.239)
N (-0.426, 0.915, -0.379)
H (1.945, 1.508, 1.269)
C (-2.881, 2.030, -0.238)
H (1.211, 0.450, -1.635)
C (-2.681, 0.516, -1.137)
C (-1.214, 0.475, -1.306)
H (1.642, 2.500, 0.081)
C (-2.189, 1.823, 1.236)
H (-1.900, 2.644, 1.831)

***

No. 3
Density functional theory data (the ωB97M-V functional and the def2-TZVPD basis) for an isolated ion of composition C9H14NOS and charge +1.

## Properties
Orbital gap   9.5 eV
Strongest force on any atom   3.76 eV/A
Relative energy (zero: lowest compared OMol25 entry of this formula, charge and spin)   362.27 kJ/mol
Charge   +1
LUMO level   -0.1469 Ha
E   -23922.097 eV

Geometry (Å):
C (2.163, -0.798, 2.526)
H (1.181, 1.719, -0.080)
H (0.711, -0.865, -3.054)
O (-0.369, -2.129, -1.210)
C (0.413, -0.031, -2.404)
C (2.549, 0.488, 2.762)
H (2.788, -1.603, 3.013)
C (1.228, -1.213, 1.530)
H (-3.937, -0.686, -0.618)
H (-0.244, 0.635, -2.872)
H (-2.489, -1.425, 0.492)
H (1.047, -2.225, 1.200)
H (-2.765, 1.599, -1.896)
H (2.671, 2.347, 1.836)
C (2.176, 1.402, 1.820)
H (1.273, 0.395, -2.005)
H (-2.717, -2.088, -0.943)
H (3.241, 0.649, 3.490)
C (0.865, -0.156, 0.780)
C (-2.908, -1.104, -0.491)
C (-2.107, 1.344, -1.068)
N (-1.944, -0.164, -1.101)
C (1.327, 1.115, 0.785)
H (-2.474, 1.653, -0.132)
S (-0.404, -0.701, -0.979)
H (-1.276, 1.842, -1.382)

***

No. 4
Density functional theory data (the ωB97M-V functional and the def2-TZVPD basis) for C8H15B3BrClF6IMgNO8S2 as an isolated structure.

## Properties
Orbital gap   3.3 eV
Strongest force on any atom   3.87 eV/A
Charge   0
LUMO level   -0.1057 Ha
E   -162527.465 eV

Geometry (Å):
O (0.713, -3.899, -4.188)
H (-1.205, 1.075, -3.010)
N (-1.659, 2.279, 3.668)
C (1.555, -4.182, -1.788)
H (3.514, -4.294, -0.958)
C (-0.123, 1.049, -2.994)
I (0.624, 0.618, -0.977)
H (1.049, -4.160, -0.829)
B (0.747, -3.403, -2.893)
H (0.008, 0.257, -4.977)
F (1.438, 2.631, 5.769)
O (0.269, 0.593, 3.933)
H (0.779, 2.993, -2.504)
H (1.436, -0.040, -4.017)
H (2.556, -1.522, -1.774)
S (-0.113, 1.981, 3.769)
H (3.495, -3.711, -2.644)
H (-0.311, 2.979, -3.924)
F (-4.825, 1.958, 1.633)
B (-0.150, -1.485, -3.700)
Mg (0.185, -0.297, 1.416)
O (0.735, 2.697, 2.824)
H (-2.573, 1.418, 6.613)
C (0.344, -0.010, -3.976)
H (1.622, -5.212, -2.132)
H (-3.626, 0.555, 5.940)
H (0.122, -3.348, -6.274)
C (3.104, -2.237, -1.169)
O (-2.351, 0.349, 2.138)
F (-0.576, 2.130, 6.353)
C (2.998, -3.663, -1.678)
F (-0.153, 4.022, 5.410)
S (-2.316, 1.793, 2.314)
Br (2.981, 2.996, 2.554)
H (4.141, -1.927, -1.230)
C (0.441, 2.433, -3.365)
H (1.289, 2.273, -4.023)
B (-0.007, -3.166, -5.109)
O (-1.934, 2.528, 1.148)
F (-4.507, 1.671, 3.749)
Cl (2.543, -2.118, 0.529)
O (0.103, -2.225, -2.555)
C (0.171, 2.737, 5.420)
O (-0.852, -2.161, -4.682)
O (-3.502, 1.171, 6.667)
C (-4.050, 2.284, 2.662)
F (-4.129, 3.592, 2.859)

***

No. 5
Density functional theory data (the ωB97M-V functional and the def2-TZVPD basis) for a 8-piece molecular cluster, C46H54ClN8O2S overall.

## Properties
Orbital gap (spin up / spin down)   8.6 / 9.3 eV
Strongest force on any atom   3.19 eV/A
Multiplicity   2
Charge   0
LUMO level (spin up / spin down)   0.0030 / 0.0012 Ha
E   -87948.672 eV

Geometry (Å):
H (0.458, 6.538, 1.290)
C (4.253, 2.961, 2.330)
Cl (1.260, 1.200, 0.095)
C (2.303, -0.424, 2.149)
C (0.790, 4.067, 3.452)
N (3.027, 3.761, 2.560)
H (3.364, -5.478, 0.214)
H (0.220, 3.788, 2.578)
C (-2.126, 1.358, 1.843)
C (-2.975, -4.459, 3.287)
H (-4.162, -5.666, -2.862)
H (6.200, 3.487, 3.099)
C (-0.293, 5.080, -0.103)
H (3.173, 4.411, 5.019)
H (-5.101, 2.566, 3.859)
H (-2.860, 2.215, 4.879)
C (-1.396, 4.705, -0.853)
C (-3.794, -4.658, -2.707)
C (3.064, -2.916, -6.771)
H (1.192, -4.312, -0.136)
H (-2.398, -1.229, 2.518)
H (0.158, 3.885, 4.309)
C (-0.385, 6.217, 0.686)
C (0.737, -2.431, -6.831)
H (-1.366, 3.826, -1.487)
C (-2.883, -2.110, 2.917)
H (1.255, -4.552, -4.440)
H (2.163, -1.552, -8.175)
C (2.008, -2.229, -7.347)
C (-4.085, -2.007, 3.598)
H (1.310, 1.393, 4.255)
C (-0.483, 1.457, -3.535)
C (2.082, 3.246, 3.582)
C (-2.697, 0.671, -4.879)
H (3.152, -0.837, 1.608)
H (-3.408, 1.309, 0.122)
N (-1.477, 6.974, 0.767)
H (3.663, 1.434, 0.974)
H (4.424, 3.228, 0.165)
H (-1.253, 1.000, 1.308)
C (5.260, 3.125, 3.489)
H (2.007, -1.179, 2.858)
C (-4.428, 1.962, 1.903)
C (-3.333, 1.521, 1.179)
N (-1.562, 2.233, -3.461)
H (0.473, -0.323, -4.271)
C (1.212, -0.257, 1.122)
H (2.700, -0.014, 5.181)
H (3.231, 2.691, 5.368)
H (5.942, 3.143, 1.012)
C (-2.641, 1.840, -4.135)
C (-2.875, -4.384, -1.705)
C (1.702, 1.777, 3.323)
C (-2.529, 6.601, 0.041)
C (-4.273, 2.220, 3.256)
C (1.072, -6.644, -2.576)
H (-2.564, -5.458, 3.183)
C (2.688, -5.790, -0.575)
H (-2.584, -1.084, -2.338)
C (3.910, 1.498, 2.022)
H (4.073, -2.788, -7.143)
H (-4.563, -1.048, 3.743)
H (0.379, 1.798, -2.971)
H (-3.605, 0.392, -5.395)
C (-4.663, -3.168, 4.090)
H (-3.404, 7.236, 0.123)
H (5.001, 4.601, 1.132)
H (0.624, 4.505, -0.124)
O (2.472, 4.184, 1.489)
C (2.828, 0.835, 2.878)
C (2.807, -3.768, -5.709)
C (-1.565, -0.127, -4.935)
C (-3.024, 2.024, 3.824)
H (1.021, 5.119, 3.374)
H (-0.294, -5.096, -1.984)
S (3.735, 0.210, 4.360)
H (0.460, -7.017, -3.386)
H (-2.516, -5.174, -1.060)
N (0.471, -3.245, -5.812)
H (4.928, 3.877, 4.188)
C (-2.313, -3.362, 2.757)
H (-5.602, -3.132, 4.631)
C (1.478, -5.141, -0.770)
N (-4.277, -3.735, -3.535)
N (3.104, -6.814, -1.316)
C (-2.541, 5.483, -0.780)
H (-1.713, -2.825, -0.785)
C (-3.834, -2.489, -3.382)
H (-1.569, -1.054, -5.495)
O (0.324, -1.086, 0.939)
C (0.655, -5.579, -1.794)
C (1.498, -3.896, -5.269)
N (-1.962, 1.600, 3.142)
C (2.300, -7.224, -2.295)
H (-1.374, -3.485, 2.232)
N (-4.129, -4.378, 3.944)
H (1.759, 3.597, 5.668)
C (4.930, 3.525, 1.072)
C (-2.917, -2.110, -2.414)
H (4.828, 0.928, 2.141)
H (5.465, 2.197, 3.998)
H (3.602, -4.321, -5.229)
H (-4.237, -1.760, -4.076)
H (-5.387, 2.103, 1.421)
H (2.663, -8.061, -2.880)
C (-0.429, 0.274, -4.255)
H (-0.119, -1.913, -7.249)
H (-3.504, 2.492, -4.063)
C (2.602, 3.492, 5.006)
H (0.868, 1.779, 2.643)
H (-3.426, 5.230, -1.348)
C (-2.432, -3.081, -1.555)

***

No. 6
Density functional theory data (the ωB97M-V functional and the def2-TZVPD basis) for C23H27N5O2 as an isolated structure.

## Properties
Orbital gap   7.2 eV
Strongest force on any atom   19.26 eV/A
Relative energy (zero: lowest compared OMol25 entry of this formula, charge and spin)   1662.77 kJ/mol
Charge   0
LUMO level   -0.0166 Ha
E   -35820.243 eV

Geometry (Å):
C (-2.575, -3.860, -0.459)
H (2.387, 5.799, -4.211)
H (-0.974, -4.121, -1.980)
C (2.439, 0.903, 1.629)
N (0.604, 1.051, -3.030)
C (-4.055, -1.938, -0.190)
N (2.441, 2.355, -1.209)
O (-2.272, -3.363, 0.902)
C (1.941, 2.985, -2.304)
C (0.114, 2.758, 4.689)
H (1.234, 4.461, -5.725)
H (0.040, 1.967, 1.276)
O (-0.758, -2.003, -2.828)
H (-2.224, -1.210, 0.505)
C (2.605, 4.133, -2.655)
C (1.796, 1.118, -1.001)
H (0.915, -4.732, 1.274)
C (0.558, -0.690, -1.071)
C (1.421, -0.727, 0.110)
N (1.037, -1.678, 0.894)
H (0.867, 0.113, 2.667)
H (0.672, 2.163, 5.171)
C (1.571, 4.068, -4.741)
H (1.094, 3.098, 2.127)
H (-1.143, 3.018, 3.071)
C (-3.055, -2.033, 0.637)
H (0.869, -3.692, 2.560)
H (3.255, 4.639, -1.919)
C (-0.127, -1.933, -1.855)
H (-0.574, -4.991, -0.422)
H (-1.203, 1.297, 3.485)
H (-0.668, -4.018, 1.752)
H (-2.686, -4.868, -0.346)
H (-3.608, -1.592, 1.791)
H (0.408, 2.321, -5.055)
C (-1.140, -4.102, -1.037)
H (-4.880, -2.426, -0.077)
H (-0.691, 2.910, 5.469)
C (-0.561, 2.243, 3.396)
C (1.365, 2.209, -3.263)
C (0.983, 0.397, -1.947)
H (-4.103, -3.619, -1.859)
C (1.507, 1.009, 2.633)
C (0.478, 2.034, 2.238)
C (0.463, -3.824, 1.574)
C (0.369, -2.706, 0.533)
H (2.204, 1.314, 3.384)
H (3.266, -0.055, 1.868)
C (-3.478, -2.873, -1.260)
N (1.976, 0.453, 0.296)
H (0.782, 3.591, 4.464)
H (-2.652, -2.545, -1.885)
N (-0.233, -2.915, -0.555)
H (-4.252, -0.992, -0.696)
H (3.104, 1.627, 1.411)
C (1.029, 2.813, -4.348)
C (2.117, 4.660, -3.882)